(1)
Molecular formula: C2H2ClN3O
Method: DFT, ωB97M-V/def2-TZVPD

Geometry as XYZ:
```
9
Properties=species:S:1:pos:R:3:forces:R:3:nbo_charge:R:1
C 0.2825 0.7271 1.1927 -0.2 2.0 -0.2 -0.086
C 0.7235 0.4747 -0.1583 0.2 -0.8 2.2 -0.079
N 0.3822 -0.3653 1.8461 -0.8 -0.1 1.8 -0.083
N 1.1115 -0.7474 -0.1700 -0.1 -1.5 -1.2 -0.093
N -2.2335 -0.5451 -1.2395 0.2 1.0 0.6 -0.327
O 0.8250 -1.3025 1.0316 0.8 0.0 -0.7 -0.127
Cl -2.5529 -1.8307 -2.0426 -0.2 -1.0 -0.6 0.326
H -0.0115 1.6417 1.7548 0.1 -0.9 -0.9 0.236
H 0.8862 0.9912 -1.0453 -0.1 1.3 -1.0 0.233
```
Positions in Å, forces in eV/Å.

LUMO level (alpha / beta)   -1.1 / -1.1 eV

(2)
Molecular formula: C4H12NOSe
Method: DFT, ωB97M-V/def2-TZVPD

Geometry as XYZ:
```
19
Properties=species:S:1:pos:R:3:forces:R:3:nbo_charge:R:1
C -0.9639 1.8014 0.2254 -0.4 -0.5 0.6 -0.248
C -1.0975 0.3437 0.6611 -0.2 0.0 -0.2 -0.091
C 0.2681 -1.3600 1.4986 0.8 -0.9 -3.0 0.040
C 0.8078 -2.2765 -0.6814 -0.9 0.9 2.9 -0.709
N 0.2792 1.9649 -0.5771 0.5 -0.5 -0.2 -0.744
O 0.1433 -0.0461 1.2236 -0.1 0.2 0.4 -0.523
Se 1.7272 -0.8129 -1.4242 0.3 0.1 -0.2 0.154
H -0.9124 2.4408 1.1072 0.1 0.1 -0.2 0.236
H -1.8347 2.0807 -0.3662 0.1 0.0 0.0 0.241
H -1.9038 0.2511 1.3985 0.1 0.0 -0.1 0.220
H -1.3311 -0.3059 -0.1939 0.1 0.0 0.1 0.200
H -0.6121 -1.9410 1.7201 -0.2 0.1 0.1 0.193
H 1.1912 -1.5914 2.0001 0.0 0.0 0.1 0.208
H 1.4424 -3.0929 -0.3837 0.1 -0.1 -0.1 0.223
H -0.1212 -2.5424 -1.1603 0.0 0.0 -0.1 0.218
H 1.0128 2.4238 -0.0307 -0.1 0.0 -0.2 0.442
H 0.1244 2.4986 -1.4345 0.1 0.0 0.2 0.438
H 0.6916 0.9735 -0.8417 -0.2 0.8 0.1 0.407
H 1.0888 -0.8094 -2.7408 0.0 0.0 -0.2 0.096
```
Positions in Å, forces in eV/Å.

Net charge   +1
LUMO level   -3.2 eV

E values (in Ha) by entry order: -776.87560, -2690.66339.